{
  "formula": "CH4N4",
  "method": "ωB97M-V/def2-TZVPD",
  "species": ["C", "N", "N", "N", "N", "H", "H", "H", "H"],
  "coordinates": [[-1.7236, 0.1730, -1.8692], [-1.7373, 1.3199, -1.9495], [0.1979, -1.0458, 0.1317], [0.6217, 0.1019, 0.1163], [1.3189, 0.4800, 1.1390], [-1.9413, -0.8570, -1.6866], [0.1919, -1.3746, 1.0802], [1.5226, -0.2455, 1.8705], [1.5493, 1.4479, 1.1675]],
  "forces_ev_per_a": [[-0.810, 0.697, 0.215], [0.300, -0.576, -0.149], [-1.873, -0.581, -1.267], [0.608, 0.394, -1.449], [0.543, -0.427, 1.832], [0.471, -0.057, -0.131], [0.603, -1.110, 1.170], [-0.157, 1.360, -0.599], [0.315, 0.300, 0.378]],
  "nbo_charge": [0.09, -0.33, -0.46, 0.06, -0.61, 0.24, 0.26, 0.35, 0.40],
  "homo_energy_ev": -9.717,
  "e_above_lowest_kj_mol": 360.77,
  "multiplicity": 1,
  "lumo_energy_ha": 0.0360,
  "smiles": "[H]/N=N\\N.C#N"
}